The following is a DFT calculation (wB97M-V/def2-TZVPD) of a structure of composition C28H43F9OP2Pr at a distorted geometry.

XYZ file:
```
84
Properties=species:S:1:pos:R:3:forces:R:3
Pr -1.617 -1.167 -0.478 -2.682 0.059 -0.458
C -4.069 -0.178 0.389 0.662 -0.361 -0.640
C -3.787 0.788 -0.619 0.262 -0.606 0.019
C -4.066 -1.263 -1.657 0.464 0.912 0.926
C -4.251 -1.451 -0.249 0.679 0.823 -0.532
C -3.795 0.129 -1.878 0.525 -0.799 0.566
C -4.041 0.057 1.865 -0.265 0.126 0.450
H -3.599 1.034 2.117 -0.177 -0.317 -0.092
H -3.463 -0.715 2.403 -0.219 0.178 -0.095
H -5.063 0.041 2.277 0.355 0.002 0.043
C -4.427 -2.767 0.426 -0.187 -0.462 0.342
H -4.147 -2.713 1.492 -0.139 -0.082 -0.342
H -3.820 -3.562 -0.042 -0.273 0.249 0.162
H -5.477 -3.093 0.380 0.262 -0.025 0.077
C -4.040 -2.335 -2.684 -0.208 -0.457 -0.478
H -5.060 -2.700 -2.885 0.315 -0.015 -0.066
H -3.444 -3.212 -2.377 -0.196 0.189 -0.040
H -3.622 -1.971 -3.633 -0.173 -0.118 0.206
C -3.542 0.764 -3.204 -0.080 0.323 -0.465
H -4.489 0.939 -3.743 0.368 -0.025 0.097
H -2.908 0.135 -3.848 -0.217 0.143 0.079
H -3.037 1.738 -3.101 -0.209 -0.313 -0.028
C -3.526 2.248 -0.416 0.006 0.311 0.035
H -4.434 2.854 -0.574 0.287 -0.174 0.085
H -2.766 2.611 -1.123 -0.188 -0.013 0.188
H -3.159 2.449 0.599 -0.119 0.041 -0.234
C 4.031 2.029 3.084 -0.440 0.066 0.416
C 3.161 2.963 3.493 0.550 -0.364 0.303
C 3.248 4.438 3.230 -0.085 0.328 -0.359
C 3.994 4.870 1.942 -0.060 0.504 0.391
C 3.516 4.212 0.681 -0.061 -0.152 -0.485
C 3.934 3.055 0.157 0.025 0.573 -0.227
C 4.988 2.141 0.705 0.137 -0.192 0.329
C 5.247 2.232 2.230 0.535 -0.302 -0.305
H 3.740 4.947 4.076 -0.199 -0.221 -0.107
H 5.075 4.765 2.086 -0.407 0.156 -0.175
H 2.225 4.845 3.196 0.210 -0.066 0.003
H 5.776 3.164 2.457 -0.166 -0.452 0.054
H 3.925 0.999 3.448 -0.286 0.353 -0.126
H 2.363 2.684 4.192 0.284 -0.091 -0.247
H 5.942 1.412 2.472 -0.060 0.315 -0.060
H 4.715 1.103 0.456 0.080 0.195 0.036
H 3.547 2.751 -0.825 0.054 0.241 0.314
H 5.945 2.329 0.192 -0.259 -0.064 0.026
H 3.799 5.947 1.821 0.202 -0.240 0.110
H 2.789 4.820 0.127 0.135 -0.451 0.061
P 0.140 0.477 1.090 0.823 -0.356 0.536
P 0.237 0.225 -2.241 0.346 -0.060 -0.142
C 1.760 0.622 0.193 0.018 0.410 -0.077
C 1.801 0.038 -1.238 -0.139 -0.183 -0.402
H 2.532 0.125 0.801 -0.232 0.252 -0.111
H 2.018 1.692 0.171 -0.134 -0.354 0.056
H 2.572 0.538 -1.846 0.041 -0.250 0.348
H 2.047 -1.041 -1.210 -0.138 0.375 -0.053
C 0.528 -0.748 -3.756 0.192 -0.228 -0.142
H -0.305 -0.574 -4.455 0.220 -0.034 0.241
H 0.595 -1.826 -3.555 0.006 0.320 -0.046
H 1.455 -0.407 -4.231 -0.123 -0.163 -0.007
C 0.377 1.896 -2.928 -0.196 0.418 0.124
H 1.394 2.026 -3.315 -0.154 0.085 0.011
H 0.175 2.648 -2.154 0.076 -0.098 -0.270
H -0.341 2.024 -3.753 0.209 -0.027 0.340
C 0.558 -0.786 2.365 -0.208 -0.143 0.316
H -0.367 -1.099 2.876 0.316 0.079 -0.050
H 1.220 -0.318 3.109 -0.102 -0.224 -0.178
H 1.037 -1.693 1.961 -0.180 0.442 -0.002
C -0.082 1.948 2.126 -0.153 0.575 0.028
H -0.436 2.787 1.508 0.102 -0.211 0.202
H 0.843 2.249 2.638 -0.198 -0.202 -0.223
H -0.856 1.733 2.881 0.247 0.022 -0.301
F 1.765 -3.557 0.597 -0.489 -0.731 0.053
C 0.894 -4.606 0.651 0.963 -0.157 0.809
F 1.583 -5.742 0.388 -0.492 1.082 0.306
F 0.435 -4.663 1.923 0.445 0.032 -0.928
C -0.263 -4.374 -0.343 -0.224 0.431 0.391
O -0.817 -3.129 -0.111 0.767 -1.095 -0.423
C 0.276 -4.497 -1.790 0.356 -0.108 -1.278
F 0.652 -5.752 -2.127 -0.427 1.352 0.263
F -0.682 -4.085 -2.674 0.767 -0.261 0.654
F 1.350 -3.673 -1.987 -0.845 -0.591 0.189
C -1.332 -5.462 -0.108 -1.214 -0.877 0.204
F -0.835 -6.717 -0.214 -0.559 1.081 0.143
F -1.895 -5.327 1.117 0.412 -0.122 -0.970
F -2.344 -5.320 -1.015 0.858 -0.204 0.630
```
Forces are in eV/Å.

Charge ... +1
Largest force on an atom ... 2.72 eV Å⁻¹
⟨S²⟩ ... 2.0048
HOMO energy (alpha / beta) ... -10.7 / -10.6 eV
Multiplicity ... 3

=====

The following is a DFT calculation (wB97M-V/def2-TZVPD) of a cluster of 7 separate species, C28H43N7 in total at a distorted geometry.

XYZ file:
```
78
Properties=species:S:1:pos:R:3:forces:R:3
C 7.812 3.001 2.364 0.182 0.034 1.045
C 8.299 1.551 2.519 -1.210 0.281 -0.128
C 9.680 1.243 2.040 1.190 0.189 -0.515
C 9.939 -0.175 1.805 0.333 -2.462 -1.011
N 10.171 -1.293 1.556 -0.521 2.322 0.670
H 8.188 3.497 3.259 -0.059 0.649 -0.213
H 6.724 3.021 2.430 0.004 -0.050 0.070
H 8.069 3.588 1.483 0.371 -0.421 -0.127
H 7.587 0.948 1.955 0.141 -0.419 0.202
H 8.243 1.313 3.581 -0.341 -0.280 -0.082
H 10.502 1.534 2.694 -0.237 0.431 0.379
H 9.853 1.808 1.124 0.140 -0.277 -0.302
C -8.022 2.368 -9.726 -0.119 -0.506 0.701
C -8.704 2.006 -8.376 0.496 1.733 -0.551
C -7.883 2.685 -7.232 -0.187 -2.095 0.503
C -7.708 4.079 -7.420 0.797 3.547 -0.601
N -7.520 5.221 -7.570 -0.476 -2.124 0.266
H -8.222 3.400 -10.015 -0.030 -0.030 0.122
H -8.444 1.710 -10.485 0.427 0.043 -0.192
H -6.945 2.269 -9.593 0.077 -0.252 -0.540
H -8.823 0.927 -8.274 0.039 0.217 0.295
H -9.653 2.527 -8.498 -0.430 -0.511 0.709
H -6.911 2.203 -7.125 0.395 0.096 -0.641
H -8.192 2.552 -6.195 -0.990 -0.118 -0.071
C -7.592 -4.628 -2.539 -0.150 0.070 0.566
C -6.752 -3.613 -1.780 0.411 0.056 -1.071
C -5.478 -4.243 -1.174 -0.002 1.657 -0.337
C -5.777 -5.090 -0.069 -1.061 -2.987 3.119
N -6.074 -5.808 0.812 0.802 1.941 -2.268
H -8.376 -4.147 -3.125 -0.024 -0.028 0.077
H -8.049 -5.252 -1.771 -0.205 -0.371 -0.332
H -6.990 -5.243 -3.208 0.017 -0.009 0.040
H -7.362 -3.082 -1.049 0.174 -0.242 0.304
H -6.417 -2.837 -2.469 0.141 0.062 -0.084
H -4.880 -3.413 -0.797 0.203 0.006 0.144
H -4.838 -4.745 -1.899 -0.302 -0.157 -0.153
C 1.986 -3.240 4.079 -0.376 -0.865 0.680
C 1.271 -4.334 4.951 0.102 0.269 -1.364
C 0.057 -3.835 5.678 -0.357 1.912 1.512
C -0.873 -2.896 5.007 -1.227 0.191 -1.318
N -1.628 -2.169 4.496 1.412 -1.183 0.916
H 2.936 -3.614 3.698 -0.131 -0.108 -0.123
H 2.228 -2.356 4.669 -0.157 0.035 0.115
H 1.346 -2.941 3.250 0.073 0.009 0.017
H 1.952 -4.765 5.685 -0.010 0.032 -0.040
H 0.876 -5.145 4.340 0.604 -0.148 -0.400
H 0.406 -3.166 6.465 0.272 0.026 0.441
H -0.478 -4.600 6.241 -0.211 -0.144 -0.453
N 1.765 1.746 9.434 -0.333 0.781 -1.458
C 2.234 2.361 8.258 1.252 -0.080 1.755
C 1.184 2.810 7.512 1.239 -1.262 0.674
C 0.049 2.269 8.153 -1.578 1.638 -0.041
C 0.391 1.756 9.383 0.757 -0.757 -0.436
H 2.252 1.359 10.230 0.308 0.244 -0.547
H 3.300 2.487 8.142 -0.075 0.077 -0.076
H 1.314 3.429 6.636 -0.417 -0.306 -0.073
H -0.900 2.544 7.716 -0.450 -0.546 0.606
H -0.073 1.266 10.225 -0.696 0.200 -0.405
N -1.706 2.196 -0.321 1.959 0.600 0.194
C -2.443 2.520 -1.400 -0.243 0.093 -0.611
C -1.614 3.065 -2.369 -1.546 -0.088 0.013
C -0.322 3.144 -1.839 -0.057 -0.417 1.191
C -0.382 2.615 -0.549 -0.334 -0.340 -0.787
H -2.069 1.639 0.440 0.383 0.358 0.029
H -3.513 2.412 -1.296 0.026 -0.118 -0.574
H -1.965 3.363 -3.346 0.142 0.173 0.090
H 0.529 3.577 -2.343 0.070 -0.174 0.229
H 0.455 2.445 0.112 -0.399 -0.100 0.239
N 6.832 0.124 -4.463 0.543 0.226 -1.669
C 7.355 -0.822 -3.627 -0.883 0.256 1.201
C 6.261 -1.458 -3.056 0.863 -0.163 0.118
C 5.113 -0.883 -3.605 -1.484 -0.783 -1.098
C 5.480 -0.042 -4.623 0.266 1.079 1.753
H 7.306 0.876 -4.942 0.331 -0.515 0.088
H 8.378 -0.856 -3.281 0.016 0.066 -0.497
H 6.285 -2.291 -2.369 0.115 0.226 0.112
H 4.080 -1.116 -3.387 0.094 -0.268 0.038
H 4.891 0.641 -5.216 0.139 -0.120 -0.032
```
Forces are in eV/Å.

Charge ... 0
Largest force on an atom ... 4.45 eV Å⁻¹
HOMO energy ... -8.1 eV
ΔE to the lowest compared entry with this formula, charge and spin ... 0.00 kJ/mol
SMILES ... c1cc[nH]c1.c1cc[nH]c1.c1cc[nH]c1.CCCC#N.CCCC#N.CCCC#N.CCCC#N